Entry 1:
C10H27N7O2Sr | ωB97M-V/def2-TZVPD

```
47
Properties=species:S:1:pos:R:3
Sr -0.58863 0.45356 -1.40880
N -2.71385 -0.66492 -2.52795
C -3.88891 -0.28796 -1.67673
C -3.90907 1.20963 -1.40668
N -2.73835 1.63893 -0.59182
C -2.52970 3.11918 -0.58443
C -1.83754 3.61746 -1.84252
N -0.46482 3.03576 -1.96736
H -2.90080 -0.36088 -3.48170
H -2.65329 -1.67755 -2.60177
H -3.81664 -0.83876 -0.73785
H -4.83434 -0.57017 -2.13763
H -4.84925 1.48349 -0.92360
H -3.88700 1.74727 -2.35688
H -2.91911 1.35010 0.36542
H -1.91249 3.36275 0.28290
H -3.47313 3.65464 -0.45605
H -1.82536 4.70645 -1.82728
H -2.40347 3.33315 -2.72971
H 0.14778 3.47516 -1.28291
H -0.06549 3.30325 -2.86305
N 2.20788 0.93844 -1.19369
C 2.33441 0.10815 0.04789
C 3.61429 -0.71726 0.12469
C 3.58016 -1.93821 1.03623
C 3.22856 -1.57685 2.47202
N 1.77259 -1.46389 2.66814
C 0.95008 -2.49113 2.84219
N 1.41551 -3.69684 3.16479
N -0.35929 -2.30359 2.68050
C 1.01649 -0.67215 -0.00342
O 0.82192 -1.39745 -1.01374
O 0.05766 -0.27433 0.74589
H 2.46969 0.32829 -1.96721
H 2.88949 1.69222 -1.19998
H 2.25198 0.80238 0.88386
H 4.41198 -0.05008 0.46537
H 3.89731 -1.02510 -0.88420
H 4.55950 -2.41685 1.01582
H 2.87642 -2.68619 0.65784
H 3.63369 -0.60187 2.74642
H 3.64934 -2.25548 3.21127
H 1.32585 -0.58587 2.44643
H 2.38252 -3.83782 3.39644
H 0.79041 -4.47050 3.31564
H -0.68834 -1.47050 2.21613
H -1.02662 -3.02804 2.88112
```

Computed properties:
Strongest force on any atom in hartree/bohr: 0.0501
Net charge: +2
Electronic energy in eV: -26161.0125

Entry 2:
C4H4O2 | ωB97M-V/def2-TZVPD

```
10
Properties=species:S:1:pos:R:3
O -1.24509 0.37210 0.84248
C -1.20749 0.22231 -0.41870
C 0.44312 -0.42575 -1.21360
O 0.33903 -0.69576 -2.35982
C 1.30265 -0.37308 -0.13102
C 1.17902 -0.10824 1.11615
H 0.01372 0.22851 1.27514
H -1.19526 1.12628 -1.04541
H -1.74849 -0.63030 -0.84744
H 1.82525 -0.13127 1.98233
```

Computed properties:
Strongest force on any atom in hartree/bohr: 0.0164
ΔE to the lowest compared entry with this formula, charge and spin in kcal per mole: 90.2

Entry 3:
C14H16 | ωB97M-V/def2-TZVPD

```
30
Properties=species:S:1:pos:R:3
C -3.12849 -0.62524 -1.97292
C -3.01854 -1.50387 -0.87089
C -2.20655 0.30633 -2.19584
C -1.84678 -1.45400 -0.18765
C -0.98170 0.33622 -1.47336
C -0.87872 -0.55689 -0.41217
C -0.07376 1.37301 -1.79007
C 0.91473 0.75788 0.58592
C 0.65503 2.29769 -2.32363
C 1.87983 1.56878 0.85159
C 0.15860 -0.56520 0.66094
C 3.03267 1.16059 1.83988
C 1.17005 -1.75514 0.46322
C -0.44228 -0.53707 2.07520
H -4.11124 -0.58964 -2.42649
H -3.64447 -2.35532 -0.61129
H -2.20724 0.93723 -3.08855
H -1.84231 -1.89732 0.89984
H 1.33389 2.80405 -1.64455
H 0.69405 2.42981 -3.39007
H 1.99217 2.53089 0.41097
H 2.97953 0.35940 2.47254
H 3.36939 1.91604 2.41317
H 3.90747 0.87744 1.27831
H 1.64789 -2.06850 1.45279
H 1.86705 -1.57786 -0.30467
H 0.55132 -2.53088 0.13044
H -1.24437 0.19191 2.13043
H 0.41060 -0.36970 2.68155
H -0.93781 -1.46067 2.34537
```

Computed properties:
Strongest force on any atom in hartree/bohr: 0.0862
ΔE to the lowest compared entry with this formula, charge and spin in kcal per mole: 163.8

Entry 4:
C24H36N4O2 | ωB97M-V/def2-TZVPD

```
66
Properties=species:S:1:pos:R:3
C -1.64266 2.50703 1.87816
C -0.98899 1.33067 2.36468
N 0.28286 0.96197 1.58598
C 0.04686 0.02993 0.83941
N -1.07807 -0.43284 1.05491
C -1.61685 0.09355 2.29680
H -1.56316 -0.56886 3.31212
H -2.64575 0.28461 1.84482
N 1.11387 -0.00424 -0.17879
C 1.22401 -1.17295 -0.97211
H 1.60954 -2.23623 -0.47654
C 0.23358 -1.39380 -2.02518
N -1.09704 -1.90426 -1.24392
C -1.60786 -3.23914 -1.79648
O -1.35793 -3.52840 -2.94886
C -2.67517 -3.74977 -0.74146
H -2.34150 -4.19177 0.05708
H -3.26720 -4.45179 -1.36586
C -3.70790 -2.74625 -0.42993
H -4.43039 -3.28128 0.30447
H -3.09325 -2.00082 0.39603
C -4.11472 -1.84097 -1.23213
C -4.95784 -0.69838 -0.66127
C -5.53161 0.26414 -1.53481
C -6.46665 -0.32226 -2.89670
C -5.86507 -1.52551 -3.36186
C -5.30279 -2.32835 -2.20598
H -4.60953 -3.33757 -2.95468
H -5.95587 -2.94044 -1.60264
H -6.52965 -2.05080 -3.91691
H -4.95660 -1.11196 -4.02968
H -7.37214 -0.66323 -2.12474
H -6.96436 0.28878 -3.36611
H -6.19555 1.28850 -1.08916
H -4.80783 0.89727 -2.18892
H -4.27541 -0.23019 -0.07223
H -5.84349 -0.91588 -0.18062
H -3.43345 -1.46767 -1.72065
H -1.18323 -1.74885 -0.32985
H -0.06944 -0.56654 -2.28753
H 0.29106 -2.15071 -2.61118
H 2.32725 -1.11337 -1.38178
C 2.15899 0.96474 0.25600
C 3.27121 0.37841 1.01937
C 4.49878 1.33093 1.10181
C 4.42053 1.80485 2.40719
C 5.44113 2.78352 2.71894
C 6.16703 3.24217 1.66926
C 6.17208 2.68372 0.18402
C 5.32224 1.71681 0.15705
H 5.03503 1.32436 -0.94856
H 6.77295 3.03758 -0.55520
O 7.18965 4.09839 1.59892
H 7.26965 4.39102 2.79443
H 5.58584 3.09266 3.73995
H 4.00050 1.25609 3.35921
H 2.93258 -0.05221 1.83403
H 3.76014 -0.53843 0.35120
H 2.45658 1.28754 -0.79594
C 1.22606 1.69799 1.27885
H 0.80685 2.80310 0.43840
H 1.97742 2.30771 1.88564
H -0.67679 1.57364 3.39886
H -0.89648 3.50401 2.07925
H -2.61471 2.75390 2.43386
H -1.87721 2.42757 0.82717
```

Computed properties:
Strongest force on any atom in hartree/bohr: 0.3133
ΔE to the lowest compared entry with this formula, charge and spin in kcal per mole: 542.5

Entry 5:
C30H55Cl2F9IN9O17S | ωB97M-V/def2-TZVPD

```
124
Properties=species:S:1:pos:R:3
C -3.52725 -4.67277 0.36050
C -2.15282 -4.51647 1.14123
C -0.99974 -3.92016 0.25499
I 0.85132 -4.70725 1.07580
C -1.06116 -2.30257 0.10434
C 0.13585 -1.63159 0.91742
C -0.03874 -0.04358 1.01138
C 1.13491 0.65320 1.78741
F 1.87401 -0.23270 2.54455
F 0.48680 1.43030 2.77308
C 1.98473 1.69258 0.98813
F 1.12058 2.67023 0.54525
F 2.79982 2.33769 1.88693
S 3.00079 1.12704 -0.46434
F 4.38108 1.48375 0.35844
F 3.12417 -0.39482 0.03397
F 1.71224 0.85185 -1.40047
F 2.99545 2.67860 -1.02757
F 3.93625 0.74496 -1.73258
O -2.23424 -1.95827 0.82809
C -3.10317 -0.94324 0.40881
C -0.93937 -1.86827 -1.42271
N 0.40988 -1.82967 -1.98279
C 1.17164 -3.05128 -2.17857
C 2.66280 -2.99155 -1.62305
C 3.45775 -4.32238 -1.97587
C 4.70903 -4.52872 -1.06653
C 4.70372 -4.33506 0.36636
C 5.85135 -4.56339 1.22883
C 7.09992 -4.98109 0.63493
C 7.14570 -5.16882 -0.79995
C 5.98771 -4.94637 -1.65256
C -2.08390 -2.41072 -2.37321
Cl -1.74452 -3.90687 -3.32479
C -2.46761 -1.25734 -3.43292
C -3.42626 -1.92827 -4.51608
Cl -3.43185 0.08972 -2.70385
H -3.36157 -5.37143 -0.50885
H -3.81481 -3.69348 -0.09330
H -4.32453 -5.12081 0.99845
H -1.84531 -5.58303 1.34406
H -2.27005 -4.05899 2.14868
H -1.11035 -4.41553 -0.74709
H 0.07653 -1.96579 1.98700
H 1.12968 -1.79875 0.45620
H -0.96732 0.08194 1.63347
H -0.27394 0.43228 0.03291
H -3.89033 -1.22753 -0.34684
H -2.63334 -0.00405 -0.00201
H -3.69094 -0.59090 1.30468
H -1.16720 -0.75712 -1.41011
H 0.50795 -1.14193 -2.72305
H 1.32951 -3.17459 -3.29493
H 0.72324 -4.01570 -1.85670
H 2.71550 -2.88499 -0.51885
H 3.16600 -2.14661 -2.17209
H 3.69619 -4.39178 -3.06273
H 2.74797 -5.15751 -1.70302
H 3.77204 -3.98908 0.85889
H 5.71124 -4.40218 2.32314
H 7.96830 -5.12936 1.30589
H 8.10240 -5.50613 -1.25115
H 6.08149 -5.08571 -2.74765
H -3.03429 -2.58894 -1.80064
H -1.57986 -0.90613 -4.00799
H -2.87158 -2.33983 -5.38708
H -4.15811 -2.62902 -4.05954
H -4.04028 -1.07345 -4.91911
C -2.45381 3.07824 2.91338
N -3.57277 3.37075 1.97783
O -4.50094 2.58451 1.94788
O -3.47943 4.37863 1.30516
H -2.67219 2.15527 3.44280
H -1.54897 2.97649 2.31811
H -2.37809 3.91242 3.60713
C -4.22663 -6.31591 -6.54827
N -4.55406 -4.98321 -5.97426
O -4.31889 -4.80751 -4.79407
O -5.03508 -4.16233 -6.73115
H -3.80827 -6.94010 -5.76414
H -5.15039 -6.74338 -6.93122
H -3.50391 -6.16064 -7.34603
C 5.37150 4.45447 1.93672
N 5.73327 5.89282 2.04395
O 4.82490 6.70320 2.04694
O 6.91759 6.15827 2.12152
H 4.29106 4.36911 1.87528
H 5.84057 4.06455 1.03700
H 5.74841 3.95387 2.82547
C -3.14274 5.40902 -2.02235
N -4.26456 5.69599 -2.95639
O -5.19077 4.90760 -2.97943
O -4.17268 6.70238 -3.63142
H -3.35854 4.48802 -1.48915
H -2.23815 5.30781 -2.61790
H -3.06860 6.24567 -1.33176
C 5.58222 8.48874 4.64145
N 4.78976 8.99583 5.79382
O 5.02251 10.12442 6.18254
O 3.96188 8.23980 6.26566
H 6.27582 9.26251 4.32648
H 6.11817 7.60343 4.97633
H 4.88488 8.24838 3.84338
C -6.37186 0.42867 2.91796
N -6.73298 -1.00416 3.08938
O -5.86223 -1.76245 3.47810
O -7.87842 -1.31703 2.82685
H -5.32821 0.55926 3.18558
H -6.53696 0.68608 1.87617
H -7.01059 1.00649 3.57171
C -9.08931 2.81207 0.62548
N -9.23948 2.51038 2.07420
O -10.36483 2.46497 2.52396
O -8.21271 2.32951 2.70669
H -10.07629 2.94822 0.19389
H -8.50044 3.72257 0.53946
H -8.57938 1.96823 0.16591
C 9.03221 2.60183 0.30079
N 8.90249 2.29742 1.75119
O 7.77840 2.25375 2.21788
O 9.93195 2.11407 2.36618
H 8.03945 2.74093 -0.11706
H 9.62140 3.51135 0.20861
H 9.53368 1.75808 -0.16745
```

Computed properties:
Strongest force on any atom in hartree/bohr: 0.0729
SMILES: CC[C@H](I)[C@](CCC(F)(F)C(F)(F)S(F)(F)(F)(F)F)(OC)[C@@H](NCCCc1ccccc1)[C@H](Cl)[C@@H](C)Cl.C[N+](=O)[O-].C[N+](=O)[O-].C[N+](=O)[O-].C[N+](=O)[O-].C[N+](=O)[O-].C[N+](=O)[O-].C[N+](=O)[O-].C[N+](=O)[O-]
Electronic energy in eV: -148631.6060

Entry 6:
C15H42AlF2N7O9P2S2 | ωB97M-V/def2-TZVPD

```
80
Properties=species:S:1:pos:R:3
Al -2.62297 0.48880 0.28646
N -1.49303 1.03941 2.58805
S -1.88614 1.01942 4.15300
O -1.46640 2.19727 4.83257
O -1.85714 -0.22506 4.82849
F -3.44068 1.32371 3.89945
S 0.13768 1.24961 2.67084
O 0.82483 0.61571 3.74062
O 0.54600 2.54012 2.23339
F 0.51438 0.30789 1.42170
O -0.08046 1.02269 -1.03952
P 1.03815 1.47976 -1.86372
N 0.77486 1.52548 -3.48331
C -0.13665 2.57147 -3.94352
C 0.71499 0.32612 -4.30860
N 2.45610 0.63786 -1.63418
C 2.88577 0.30659 -0.26569
C 3.40807 0.24547 -2.68124
N 1.55573 3.03231 -1.52859
C 2.76216 3.58053 -2.10024
C 0.86988 3.85568 -0.57934
H -0.05349 3.46811 -3.33985
H -1.16927 2.19823 -3.93118
H 0.01947 2.81205 -4.99755
H 1.25918 -0.49059 -3.83037
H 1.20252 0.50215 -5.26519
H -0.30058 -0.07136 -4.38390
H 2.52051 -0.68813 -0.01318
H 3.96984 0.34787 -0.19565
H 2.47653 1.02800 0.44125
H 4.43712 0.30934 -2.33428
H 3.21117 -0.79383 -2.96778
H 3.28993 0.85975 -3.56808
H 3.01983 3.13005 -3.05407
H 2.67519 4.66468 -2.16849
H 3.62591 3.42012 -1.43816
H 0.16737 3.29806 0.03584
H 0.36478 4.70299 -1.06835
H 1.53903 4.33071 0.14955
O -0.97730 -1.85813 0.69565
P -0.46778 -3.19906 0.98477
N -0.00806 -3.37514 2.55922
C 1.41032 -3.30455 2.93222
C -0.93134 -2.95912 3.62522
N 0.80338 -3.73239 0.06434
C 1.03154 -3.10917 -1.22860
C 1.42152 -5.04286 0.21070
N -1.61167 -4.41221 0.79001
C -2.50722 -4.39280 -0.35470
C -1.56181 -5.65819 1.52127
H 1.52135 -3.04566 3.97994
H 1.95356 -2.58330 2.31179
H 1.85593 -4.29067 2.79176
H -0.74789 -3.58604 4.49643
H -1.96747 -3.12830 3.32734
H -0.78591 -1.89969 3.85409
H 0.63328 -3.75672 -2.02269
H 0.53591 -2.14371 -1.29175
H 2.10845 -3.09063 -1.39736
H 2.44581 -4.91023 -0.14002
H 1.44950 -5.36950 1.24178
H 0.90463 -5.76237 -0.42996
H -1.95109 -4.82759 -1.19833
H -3.34705 -5.06411 -0.18570
H -2.82666 -3.37986 -0.57152
H -2.59733 -5.90005 1.78066
H -0.88000 -5.66661 2.36536
H -1.24771 -6.50691 0.88871
C -2.85234 4.38765 2.61041
O -2.94145 5.05820 1.34310
C -2.66406 4.38655 0.25609
O -2.24372 3.24498 0.20168
O -2.79143 5.20975 -0.77152
C -2.42799 4.77793 -2.07405
H -3.48238 4.88844 3.33356
H -1.81858 4.46793 2.94789
H -3.09147 3.33690 2.49573
H -1.43354 5.12457 -2.35012
H -3.19694 5.21009 -2.70934
H -2.47517 3.69350 -2.18127
```

Computed properties:
Strongest force on any atom in hartree/bohr: 0.0696
Net charge: +2
Electronic energy in eV: -97357.0714